DFT (ωB97M-V with the def2-TZVPD basis set) results for 7 unconnected molecules or ions with the total composition C40H76N2O18 in a non-equilibrium geometry.

As for the gap between HOMO and LUMO: 0.410 hartree. As for the largest force on an atom: 4.2 eV/Å. Its SMILES is CCCCCCCCCCCC[C@H](C#N)CC#N.CCOC(=O)OC.CCOC(=O)OC.CCOC(=O)OC.CCOC(=O)OC.CCOC(=O)OC.CCOC(=O)OC.

Geometry as XYZ:
```
136
Properties=species:S:1:pos:R:3:forces:R:3
C -0.913 1.435 3.651 0.1513 -0.0748 0.0664
C -2.262 0.823 3.195 -0.0372 -0.0476 0.0761
C -2.134 -0.244 2.088 -0.2177 -0.0772 -0.1160
C -1.977 -1.685 2.622 -0.1088 0.0919 0.1662
C -1.474 -2.698 1.577 -0.0209 0.0745 -0.0575
C 0.065 -2.777 1.325 0.0498 -0.0290 -0.0042
C 0.941 -1.764 2.076 -0.0894 -0.0258 0.0786
C 2.438 -1.902 1.751 0.1257 0.1518 0.0546
C 2.930 -1.149 0.495 0.2590 -0.2394 -0.0189
C 2.731 0.382 0.544 0.0107 0.1851 0.0520
C 2.044 1.014 -0.692 -0.1407 0.0876 -0.0087
C 0.894 0.188 -1.321 -0.0289 -0.0178 -0.1514
C -0.253 1.062 -1.893 -0.1818 0.1214 -0.0323
C -1.499 0.270 -2.054 3.5845 2.1692 0.5734
N -2.466 -0.271 -2.222 -3.1109 -1.9654 -0.4696
C 0.022 1.770 -3.279 0.0000 0.0991 -0.0481
C 1.430 1.747 -3.719 -3.8378 0.0449 1.3683
N 2.495 1.710 -4.069 3.4426 -0.1098 -1.1206
H -0.917 2.532 3.570 0.0000 -0.3280 0.0246
H -0.674 1.187 4.696 -0.0869 0.0793 -0.3431
H -0.076 1.063 3.037 -0.2798 0.1453 0.1799
H -2.753 0.353 4.062 0.0232 0.1731 -0.2318
H -2.937 1.628 2.864 0.2339 -0.2629 0.0495
H -1.288 0.008 1.432 -0.1703 0.0072 0.0676
H -3.036 -0.229 1.450 0.3461 0.0188 0.1508
H -2.978 -2.009 2.960 0.3529 0.0779 -0.0405
H -1.344 -1.688 3.525 -0.1118 -0.0107 -0.2804
H -1.820 -3.700 1.868 0.0359 0.2468 -0.0868
H -1.979 -2.458 0.627 0.0722 -0.1247 0.2009
H 0.418 -3.782 1.602 -0.0813 0.2421 -0.1069
H 0.257 -2.682 0.244 -0.0142 -0.0379 0.2510
H 0.791 -1.890 3.162 0.0744 0.0229 -0.3543
H 0.602 -0.746 1.843 0.1345 -0.1516 0.0934
H 3.031 -1.542 2.611 -0.1958 -0.0887 -0.2647
H 2.675 -2.972 1.637 0.0032 0.2249 0.0655
H 4.011 -1.353 0.398 -0.5581 0.0291 -0.0275
H 2.469 -1.580 -0.406 -0.0025 0.0850 0.2313
H 2.180 0.670 1.456 0.0345 -0.1865 -0.2939
H 3.720 0.855 0.634 -0.4504 -0.1315 0.0741
H 2.802 1.215 -1.455 -0.1204 -0.0688 0.0989
H 1.644 2.003 -0.401 0.1600 -0.2742 -0.0471
H 0.463 -0.502 -0.579 0.0536 0.2821 -0.1401
H 1.273 -0.443 -2.142 -0.0829 0.1027 0.3022
H -0.496 1.857 -1.164 0.1227 -0.3354 -0.2501
H -0.570 1.293 -4.079 0.2397 0.1473 0.3521
H -0.310 2.820 -3.228 0.0796 -0.4018 -0.0123
C -5.264 -6.587 -0.516 -0.0439 -0.0814 0.0933
C -4.406 -5.867 0.500 0.0736 0.1658 -0.1748
O -4.695 -6.294 1.844 -0.0302 -0.1406 0.0653
C -4.147 -7.456 2.205 0.0848 0.0465 0.0233
O -3.399 -8.129 1.542 -0.1218 0.0418 0.0582
O -4.561 -7.739 3.442 0.0042 0.0239 -0.0813
C -4.099 -8.994 3.957 -0.0063 -0.0085 0.0566
H -6.321 -6.465 -0.277 0.0078 0.0267 -0.0258
H -5.084 -6.173 -1.509 0.0049 0.0103 -0.0024
H -5.032 -7.651 -0.540 0.0289 0.0113 -0.0034
H -4.621 -4.800 0.505 -0.0066 -0.0117 0.0496
H -3.343 -6.004 0.301 -0.0144 -0.0608 0.0196
H -3.016 -9.063 3.882 -0.0020 -0.0048 -0.0215
H -4.559 -9.818 3.413 0.0261 0.0043 -0.0235
H -4.412 -9.015 4.996 -0.0092 0.0078 -0.0170
C 7.256 1.041 2.804 -0.0500 0.0595 -0.0582
C 6.788 -0.295 2.271 0.1138 -0.1159 0.1943
O 5.873 -0.142 1.172 0.1899 0.1210 -0.1071
C 6.450 0.099 -0.008 0.1137 0.0073 -0.0752
O 7.635 0.131 -0.226 -0.1461 0.0076 0.0283
O 5.486 0.287 -0.909 0.1431 -0.0094 0.0899
C 5.940 0.555 -2.242 -0.1149 -0.0233 -0.1535
H 6.404 1.650 3.106 0.0016 -0.0215 0.0192
H 7.896 0.887 3.673 0.0115 0.0040 0.0020
H 7.828 1.588 2.056 0.0226 -0.0319 0.0019
H 6.224 -0.843 3.024 -0.0548 0.0125 -0.0405
H 7.623 -0.915 1.946 -0.0025 0.0238 0.0013
H 6.620 -0.225 -2.578 0.0301 0.0165 0.0291
H 6.434 1.524 -2.292 0.0390 -0.0236 0.0491
H 5.042 0.564 -2.852 0.0196 0.0342 -0.0125
C -11.477 -10.633 5.097 0.0365 0.0983 0.0178
C -11.241 -10.604 3.603 -0.0746 -0.1552 -0.0310
O -10.736 -9.331 3.165 0.1194 0.0985 0.0271
C -9.432 -9.132 3.368 0.0061 -0.0391 0.0324
O -8.658 -9.929 3.839 -0.0789 0.1026 -0.0545
O -9.128 -7.902 2.957 -0.0366 -0.0725 0.0103
C -7.749 -7.546 3.129 0.0390 0.0317 -0.0259
H -12.139 -9.819 5.393 -0.0160 -0.0259 -0.0035
H -11.944 -11.578 5.378 -0.0039 -0.0086 -0.0062
H -10.538 -10.538 5.642 0.0054 -0.0187 -0.0207
H -12.176 -10.721 3.058 0.0132 0.0258 -0.0042
H -10.552 -11.388 3.290 0.0247 0.0256 0.0299
H -7.105 -8.286 2.661 0.0071 -0.0192 0.0138
H -7.507 -7.471 4.187 0.0276 -0.0381 -0.0050
H -7.622 -6.582 2.648 -0.0436 -0.0070 0.0054
C -3.074 6.306 -4.558 -0.0593 -0.0955 -0.0376
C -3.451 6.471 -3.103 0.1095 0.1934 0.0129
O -4.407 5.482 -2.681 0.0047 -0.2008 0.0242
C -3.908 4.280 -2.400 -0.0732 0.0279 -0.0676
O -2.737 3.975 -2.427 -0.0650 -0.0025 0.0070
O -4.914 3.467 -2.084 0.1954 0.1317 0.0276
C -4.491 2.134 -1.763 -0.0655 -0.1092 -0.0100
H -3.967 6.318 -5.185 0.0140 0.0333 0.0013
H -2.423 7.124 -4.870 -0.0023 0.0109 0.0053
H -2.548 5.367 -4.723 0.0136 0.0104 0.0242
H -3.958 7.419 -2.937 -0.0229 -0.0284 0.0067
H -2.578 6.424 -2.453 -0.0040 -0.0456 -0.0172
H -3.723 2.157 -0.993 0.0132 -0.0394 0.0090
H -4.101 1.639 -2.648 0.0281 0.0053 0.0143
H -5.368 1.605 -1.404 -0.0365 0.1039 -0.0164
C 13.914 4.088 3.587 -0.0446 -0.0355 -0.0902
C 12.759 3.677 4.473 0.0670 0.0746 0.1457
O 11.679 3.106 3.714 -0.0226 -0.1139 -0.0947
C 11.847 1.833 3.352 0.0358 -0.0106 -0.0024
O 12.782 1.128 3.639 -0.1091 0.0746 -0.0392
O 10.793 1.467 2.619 0.0515 0.0629 0.0796
C 10.836 0.118 2.143 -0.1165 -0.1079 -0.0560
H 13.571 4.768 2.807 0.0120 0.0158 0.0233
H 14.672 4.598 4.182 0.0004 0.0030 0.0106
H 14.374 3.219 3.117 -0.0039 -0.0078 0.0274
H 12.313 4.542 4.960 -0.0175 -0.0138 -0.0185
H 13.073 2.967 5.238 0.0094 -0.0213 -0.0401
H 10.990 -0.575 2.967 0.0362 0.0161 0.0059
H 11.631 -0.005 1.410 0.0337 0.0172 0.0398
H 9.872 -0.058 1.672 0.0259 0.0554 -0.0331
C -2.661 9.542 -10.365 0.0959 -0.0222 0.0235
C -3.144 9.676 -8.938 -0.1513 0.0149 -0.0663
O -2.101 9.387 -7.988 0.1454 0.0224 0.0173
C -1.217 10.366 -7.794 -0.0828 0.0768 0.1081
O -1.237 11.457 -8.307 0.0383 -0.1388 0.0166
O -0.316 9.942 -6.905 -0.0645 -0.0048 -0.0830
C 0.708 10.894 -6.597 0.0434 0.0011 0.0289
H -2.235 8.551 -10.530 -0.0309 -0.0002 -0.0088
H -3.498 9.676 -11.051 -0.0117 -0.0003 0.0017
H -1.905 10.292 -10.594 -0.0221 0.0139 0.0144
H -3.914 8.940 -8.715 0.0234 -0.0020 0.0190
H -3.540 10.671 -8.739 0.0492 0.0114 -0.0131
H 0.271 11.837 -6.276 -0.0083 0.0024 -0.0169
H 1.342 11.064 -7.466 -0.0216 0.0225 -0.0057
H 1.286 10.451 -5.792 -0.0098 -0.0108 -0.0177
```
Forces are in eV/Å.

Löwdin atomic charge list, values in e, 6 entries: -0.099 -0.248 -0.229 -0.218 -0.190 -0.192